# 1
Density functional theory data (ωB97M-V with the def2-TZVPD basis set) for C7H29BeN14O8 as an isolated structure at a distorted geometry.

The geometry in ORCA input format:
```
! RIJCOSX wB97M-V def2-TZVPD def2/J DEFGRID3
* xyz 0 2
Be 4.6539 12.8350 -16.2832
O 3.1742 11.8331 -18.0571
H 3.6527 11.0661 -18.4276
C 7.0601 11.3811 -18.6062
O 6.4377 11.2414 -17.6510
N 7.9566 12.2367 -18.7930
N 6.9384 10.6423 -19.6560
H 7.9505 13.0428 -18.1845
H 8.5907 12.1787 -19.5770
H 7.5540 10.6691 -20.4563
H 6.6677 9.6856 -19.4786
C 4.7386 11.9907 -22.0270
O 3.5960 12.2956 -22.2606
N 5.2107 12.2349 -20.8361
N 5.5482 11.4412 -22.8828
H 6.0562 11.7305 -20.6109
H 4.4819 12.5752 -20.2252
H 5.5251 11.3375 -23.8872
H 6.5070 11.3153 -22.5914
C 5.3398 15.0470 -19.0566
O 5.0801 14.0812 -18.3580
N 6.4739 15.4693 -19.5155
N 4.4428 15.8576 -19.4994
H 7.3257 14.9272 -19.4894
H 6.6432 16.3451 -19.9892
H 4.7537 16.6687 -20.0147
H 3.4677 15.6563 -19.3296
C 3.7040 9.5192 -14.5872
O 4.4111 10.5891 -14.7598
N 2.7166 9.1849 -15.4065
N 3.7336 8.6710 -13.5653
H 2.1090 8.4458 -15.0828
H 2.6294 9.5259 -16.3532
H 3.1938 7.8275 -13.4345
H 4.4927 8.9069 -12.9422
C 1.3184 13.1598 -15.7179
O 2.2075 13.8586 -15.9604
N 0.3870 13.3614 -14.7446
N 1.1390 12.0061 -16.2676
H 0.4506 14.2322 -14.2371
H -0.0710 12.5835 -14.2915
H 1.5862 11.9352 -17.1704
H 0.2422 11.5438 -16.2208
C 2.2343 8.5297 -18.7441
O 1.9641 7.3340 -18.9698
N 3.1438 9.2884 -19.2449
N 1.5343 9.3914 -18.0125
H 4.0196 9.0108 -19.6643
H 2.9451 10.2144 -18.8937
H 0.8877 8.9973 -17.3442
H 1.8739 10.3339 -17.8841
C 1.2519 14.4435 -19.9278
O 0.9015 15.1099 -20.8987
N 0.9310 14.4625 -18.6967
N 2.0528 13.4139 -20.0415
H 1.6803 14.2566 -18.0515
H 0.0787 14.9149 -18.3981
H 2.4354 12.9303 -19.2416
H 2.3954 13.3470 -20.9892
*
```

Its gap between HOMO and LUMO (alpha / beta) is 6.6 / 7.7 eV. As for the HOMO energy (alpha / beta): -6.8 / -8.3 eV. Its expectation value of S² is 0.751.



# 2
Density functional theory data (ωB97M-V with the def2-TZVPD basis set) for a 8-piece molecular cluster, C7H29NO7 overall at a distorted geometry.

The geometry in ORCA input format:
```
! RIJCOSX wB97M-V def2-TZVPD def2/J DEFGRID3
* xyz 1 2
C -3.6124 -0.1500 1.4097
C -2.8848 1.1158 0.8031
C -1.3871 0.9909 0.9298
C -0.7882 -0.3458 0.6791
N 1.9208 -0.7740 1.7871
C 1.6518 -0.4869 0.4279
C 0.4378 -0.4405 -0.1549
C 2.9169 -0.1537 -0.4048
H -4.6017 0.2683 1.6441
H -3.1737 -0.5403 2.1603
H -4.0261 -0.8238 0.5719
H -3.1304 1.0492 -0.3067
H -3.2721 1.9558 1.3579
H -0.9452 1.7817 0.3100
H -1.1058 1.3499 2.0118
H -0.8255 -0.8411 1.6889
H -1.6171 -0.9128 0.1919
H 1.1434 -1.4517 2.1539
H 2.7470 -1.2856 1.9434
H 0.2446 -0.5381 -1.2308
H 3.5451 0.4906 0.2870
H 3.4877 -1.1081 -0.6683
H 2.7844 0.2975 -1.4556
H -1.4576 -2.4188 3.3299
H -0.9618 -3.2361 1.9894
O -0.6795 -2.6573 2.6915
H 0.7656 3.1026 0.7312
H 2.0399 3.4875 0.1794
O 1.1666 3.2087 -0.2157
H 1.0885 2.2204 -1.4786
H -0.2816 1.5581 -1.5692
O 0.6894 1.5728 -1.9958
H 1.7829 -1.7571 -2.2911
H 1.5726 -1.4326 -3.8204
O 1.3514 -2.0957 -3.1674
H 1.9539 2.7602 3.0338
H 1.0349 1.4934 2.5154
O 1.1424 2.5069 2.5572
H -0.2275 -3.4473 -1.4723
H -0.7388 -2.9155 -2.7144
O -1.0656 -3.5800 -2.0064
H -0.1172 0.2221 -3.6888
H 0.8476 1.4522 -4.3331
O 0.5845 0.5083 -4.4111
*
```

Its gap between HOMO and LUMO (alpha / beta) is 10.2 / 6.5 eV. As for the HOMO energy (alpha / beta): -13.7 / -13.7 eV. Its expectation value of S² is 0.756. Its energy above the lowest of the compared OMol25 structures with the same formula, charge and spin is 0.2698 eV.



# 3
Density functional theory data (ωB97M-V with the def2-TZVPD basis set) for a 9-piece molecular cluster, C7H29NO8 overall at a distorted geometry.

The geometry in ORCA input format:
```
! RIJCOSX wB97M-V def2-TZVPD def2/J DEFGRID3
* xyz 0 1
C -2.2684 0.0594 1.9282
C -1.4589 0.2998 0.8847
C -1.7264 -0.3811 -0.4126
C -2.1955 -1.6265 -0.4813
N -2.0971 -2.6254 0.5276
C -1.4832 0.4334 -1.6805
C -0.4348 -0.3336 -2.5525
C 0.6334 0.5558 -3.1479
H -3.2394 -0.2475 1.5460
H -1.9482 0.2204 2.9500
H -0.4359 0.7109 0.8796
H -2.4679 -2.1204 -1.4094
H -2.3482 -2.4313 1.4819
H -2.4588 -3.5080 0.2100
H -2.3723 0.5138 -2.3053
H -1.0951 1.4083 -1.4168
H -0.0436 -1.2155 -2.0440
H -0.9571 -0.8330 -3.3862
H 1.0880 -0.1396 -3.8711
H 0.1899 1.3483 -3.7502
H 1.4275 0.8655 -2.4760
O 0.6382 0.2435 4.5682
H 1.2807 0.6003 3.9546
H 0.5669 -0.6802 4.3247
O -1.0656 3.6128 1.3261
H -1.6953 2.9355 1.1055
H -0.8457 4.0017 2.1363
O 2.4357 -2.2760 -2.4490
H 1.9369 -3.0752 -2.3016
H 2.1928 -1.8859 -1.5991
O 1.0914 0.1951 1.8594
H 2.0324 0.0097 1.8477
H 0.5530 -0.5723 1.9036
O 2.3219 1.4104 -0.1458
H 2.4626 1.1882 0.7818
H 1.4500 1.8088 -0.0515
O 0.0594 4.6720 -0.9297
H -0.0415 3.9200 -1.5180
H -0.5710 4.5476 -0.1939
O 0.8612 -2.6421 1.0507
H -0.0994 -2.4704 0.9976
H 1.0173 -3.5769 1.2013
O 3.1972 -1.1291 0.4626
H 3.5905 -0.3849 0.0058
H 2.3223 -1.4063 0.1887
*
```

Its gap between HOMO and LUMO is 8.7 eV. The SMILES is C=C/C(=C\N)CCC.O.O.O.O.O.O.O.O. As for the HOMO energy: -8.6 eV. Its energy above the lowest of the compared OMol25 structures with the same formula, charge and spin is 3.7304 eV.



# 4
Density functional theory data (ωB97M-V with the def2-TZVPD basis set) for a 8-piece molecular cluster, C7H30NO7 overall at a distorted geometry.

The geometry in ORCA input format:
```
! RIJCOSX wB97M-V def2-TZVPD def2/J DEFGRID3
* xyz 0 2
C 3.4538 1.6471 -1.0169
C 2.3757 0.9110 -0.2173
C 1.7313 1.8399 0.8547
C 1.4696 1.2922 2.2213
C -0.5004 0.7676 3.7882
C 0.0376 1.2055 2.6417
C -0.9988 1.7093 1.7069
N 1.2423 0.5108 -1.2492
H 3.0516 2.5356 -1.5019
H 4.2289 1.2790 -1.6654
H 4.1724 1.8640 -0.1535
H 2.6776 0.0299 0.3254
H 2.2145 2.7700 0.9177
H 0.7585 2.1355 0.3125
H 1.8724 0.2574 2.2499
H 2.1230 1.6604 3.1582
H -1.5192 0.3989 3.8385
H 0.0138 0.8662 4.6890
H -1.2771 2.7967 1.7635
H -0.9045 1.5863 0.6479
H -2.0189 1.1704 1.6041
H 1.6727 -0.2625 -1.7089
H 0.4358 0.1293 -0.6097
H 0.9278 1.1403 -2.0700
H -0.6736 -3.5486 0.4048
H -0.6648 -3.7689 1.9221
O -0.8572 -3.1110 1.2718
H -0.2250 -1.0149 1.2281
H 0.6232 -1.8683 0.2647
O 0.4904 -0.9960 0.6342
H -2.8142 -2.4799 0.7595
H -3.2219 -1.1847 1.6256
O -3.1876 -1.5717 0.8361
H -0.7305 -2.0517 -2.1212
H -1.1565 -3.5063 -1.5001
O -0.4454 -2.7652 -1.4432
H -1.2730 -1.6703 -3.9354
H 0.1753 -1.1060 -4.4558
O -0.4575 -1.2622 -3.6567
H -1.5864 2.0885 -2.7698
H -1.8248 0.5864 -2.6285
O -1.0556 1.2564 -2.7204
H -2.3307 -0.5267 -0.7798
H -3.4727 -0.9956 -1.6680
O -2.5519 -0.7441 -1.7945
*
```

Its gap between HOMO and LUMO (alpha / beta) is 2.8 / 9.4 eV. As for the HOMO energy (alpha / beta): -2.3 / -9.1 eV. Its expectation value of S² is 0.751.